P.
Below is a 2-piece molecular cluster, C4H9N2O overall, with properties calculated with the ωB97M-V functional and the def2-TZVPD basis.

Bonds (Å) are listed after each position.
CARTESIAN COORDINATES (ANGSTROEM)
1 O -0.38197 -0.93115 0.06916  N2 1.281
2 N -1.57055 -0.64115 -0.31033  O1 1.281, C7 1.304, H9 1.029
3 N -3.68233 0.27589 0.00874  C7 1.331, H11 1.008, H15 1.006
4 C 2.74433 -0.23673 0.69256  C5 1.429, C6 1.528, H8 1.086, H16 1.084
5 C 1.87309 0.75126 0.13745  C4 1.429, C6 1.431, H14 1.066
6 C 2.73540 0.09735 -0.79874  C4 1.528, C5 1.431, H10 1.084, H13 1.088
7 C -2.44788 -0.00840 0.41815  N2 1.304, N3 1.331, H12 1.083
8 H 3.52809 0.08832 1.36989  C4 1.086
9 H -1.83227 -0.96112 -1.25275  N2 1.029
10 H 2.34384 -0.66095 -1.46742  C6 1.084
11 H -4.00039 0.00821 -0.90979  N3 1.008
12 H -2.13898 0.30162 1.40826  C7 1.083
13 H 3.50776 0.69450 -1.27920  C6 1.088
14 H 1.29623 1.62487 0.34030  C5 1.066
15 H -4.30596 0.79715 0.60120  N3 1.006
16 H 2.33159 -1.19967 0.97251  C4 1.084

Properties
spin multiplicity	1
HOMO level (spin up / spin down)	-0.423 / -0.458	Ha
orbital gap (spin up / spin down)	5.30 / 7.21	eV
net charge	+1

Here are the natural (NBO) charges for atoms 1 to 8, given in e: -0.523, -0.147, -0.747, -0.489, 0.282, -0.490, 0.295, 0.274


Q.
Below is an isolated ion of composition C4H9N2O and charge +1, with properties calculated with the ωB97M-V functional and the def2-TZVPD basis.

Bonds (Å) are listed after each position.
CARTESIAN COORDINATES (ANGSTROEM)
1 O 0.19786 1.29797 1.51825  C4 1.555, C5 1.263
2 N 1.53799 -0.88607 -1.32400  C7 1.462, H8 1.075, H13 0.944
3 N -1.53378 0.43239 0.33078  C4 1.345, C6 1.422, H14 1.014
4 C -1.15018 0.52922 1.61600  O1 1.555, N3 1.345, H11 1.134, H15 1.044
5 C 0.93215 0.95421 0.55039  O1 1.263, C7 1.501, H16 1.079
6 C -0.75122 -0.35913 -0.55354  N3 1.422, C7 1.596, H9 1.104, H10 1.109
7 C 0.80111 -0.34925 -0.18157  N2 1.462, C5 1.501, C6 1.596, H12 1.170
8 H 2.60553 -0.97165 -1.41796  N2 1.075
9 H -0.99171 -1.42546 -0.39731  C6 1.104
10 H -1.02703 -0.17524 -1.61217  C6 1.109
11 H -1.83350 1.15564 2.26966  C4 1.134
12 H 0.86292 -1.28534 0.51782  C7 1.170
13 H 1.27091 -0.49675 -2.14183  N2 0.944
14 H -2.18864 1.07332 -0.10328  N3 1.014
15 H -0.95380 -0.42481 1.99150  C4 1.044
16 H 1.77051 1.63166 0.50099  C5 1.079

Properties
spin multiplicity	1
HOMO level	-0.512	Ha
orbital gap	8.51	eV
net charge	+1

Here are the natural (NBO) charges for atoms 1 to 8, given in e: -0.356, -0.812, -0.631, 0.077, 0.507, -0.224, -0.214, 0.413


The structure shown above that is least stable: P.